The following is a DFT calculation (ωB97M-V/def2-TZVPD) of an isolated molecule of CH3ClN2S in a non-equilibrium geometry.

Properties
Multiplicity: 1
E, hartree: -1007.7595
SMILES: [H]/N=C(\Cl)SN
HOMO level, eV: -9.1
F_max, Eh/bohr: 0.059

```
8
CH3ClN2S, DFT ωB97M-V/def2-TZVPD
C -0.97 -0.59 0.08
N -0.06 -1.48 -0.03
N 1.21 1.00 0.09
S -0.44 1.17 0.25
Cl -2.75 -0.58 -0.01
H -0.18 -2.45 -0.22
H 1.65 1.70 0.66
H 1.55 1.23 -0.84
```

In the Mulliken picture, each atom carries the following charge in e: 0.47 -0.52 -0.50 -0.04 -0.18 0.24 0.29 0.24